{"formula": "C3H2O2Rh", "method": "the ωB97M-V functional and the def2-TZVPD basis", "symbols": ["Rh", "O", "O", "C", "C", "C", "H", "H"], "xyz": [[0.918, 1.026, -0.016], [0.574, -0.800, -0.764], [-1.061, 1.165, -0.078], [-1.440, -0.036, 0.133], [-0.579, -1.151, -0.044], [1.058, -0.985, 0.685], [-2.453, -0.207, 0.534], [-0.977, -2.160, -0.182]], "gap_ev": [5.37, 7.60], "multiplicity": 5, "charge": 1}

---

{"formula": "C6H6O2", "method": "the ωB97M-V functional and the def2-TZVPD basis", "symbols": ["O", "O", "C", "C", "C", "C", "C", "C", "H", "H", "H", "H", "H", "H"], "xyz": [[0.778, -1.837, -1.664], [-0.934, 1.791, 0.416], [0.467, -1.012, -0.879], [-0.538, 0.549, 0.143], [-1.346, -0.482, -0.297], [-2.483, -1.130, -0.149], [0.776, 0.094, -0.103], [2.096, 0.516, 0.473], [-2.784, -1.901, -0.850], [2.921, -0.024, 0.008], [-0.179, 2.397, 0.375], [2.257, 1.585, 0.303], [2.135, 0.362, 1.555], [-3.165, -0.908, 0.669]], "gap_ev": 8.65, "multiplicity": 1, "charge": 0}

---

{"formula": "C4H12NPS2", "method": "the ωB97M-V functional and the def2-TZVPD basis", "symbols": ["S", "S", "P", "N", "C", "C", "C", "C", "H", "H", "H", "H", "H", "H", "H", "H", "H", "H", "H", "H"], "xyz": [[1.877, -0.374, 2.132], [2.109, -1.665, -1.015], [0.888, -1.240, 0.427], [-0.379, -0.262, -0.025], [-1.249, 1.069, -1.865], [-0.142, -2.730, 1.322], [-0.077, 2.176, 0.076], [-0.148, 0.943, -0.818], [0.589, -3.468, 1.631], [-1.067, 1.938, -2.491], [-1.267, 0.183, -2.493], [-0.818, -3.135, 0.578], [0.142, 3.060, -0.516], [-0.667, -2.315, 2.173], [-1.116, -0.154, 0.660], [0.812, 0.797, -1.327], [-1.029, 2.327, 0.584], [-2.220, 1.180, -1.387], [0.702, 2.061, 0.827], [3.060, -0.391, 1.531]], "smiles": "CC(C)N[P@@](C)(=S)S", "gap_ev": 9.48, "multiplicity": 1, "charge": 0}

---

{"formula": "C2H2N3O", "method": "the ωB97M-V functional and the def2-TZVPD basis", "symbols": ["O", "N", "N", "N", "C", "C", "H", "H"], "xyz": [[3.822, 1.962, -0.120], [1.794, -1.783, -0.042], [0.659, -1.335, -0.255], [2.701, -2.361, 0.170], [3.171, 1.132, 0.183], [0.149, -0.139, -0.303], [0.874, 0.547, 0.040], [-0.951, -0.146, -0.432]], "gap_ev": 10.08, "multiplicity": 1, "charge": 1}

---

{"formula": "C19H40BNO3", "method": "the ωB97M-V functional and the def2-TZVPD basis", "symbols": ["O", "O", "O", "N", "C", "C", "C", "C", "C", "C", "C", "C", "C", "C", "C", "C", "C", "C", "C", "C", "C", "C", "C", "B", "H", "H", "H", "H", "H", "H", "H", "H", "H", "H", "H", "H", "H", "H", "H", "H", "H", "H", "H", "H", "H", "H", "H", "H", "H", "H", "H", "H", "H", "H", "H", "H", "H", "H", "H", "H", "H", "H", "H", "H"], "xyz": [[-1.488, -0.930, -4.631], [0.709, -3.355, 4.287], [3.088, 0.616, -0.045], [-0.101, 2.043, 3.889], [0.283, -1.990, 4.263], [-1.116, 0.385, -6.556], [-0.193, 2.369, 2.462], [-3.730, 1.181, -0.786], [-0.256, -0.236, -4.448], [-0.703, 0.508, 0.793], [-1.277, 1.519, 1.785], [5.379, 0.784, 0.494], [-2.656, 1.172, -1.842], [4.374, 0.755, -0.650], [-1.617, -3.341, 3.877], [-1.039, -1.976, 3.510], [-0.361, -4.205, 3.877], [0.216, 0.176, -5.836], [-4.163, 0.128, -0.107], [-0.232, 1.148, -0.519], [3.233, 0.268, 1.333], [4.695, -0.116, 1.522], [-1.959, -0.740, -5.966], [-1.314, 1.869, -1.386], [-1.432, -0.277, 0.588], [0.159, -1.628, 5.288], [-1.097, 2.976, -1.803], [4.557, -0.098, -1.313], [-1.831, 0.982, 2.559], [-2.061, -3.311, 4.874], [4.376, 1.665, -1.251], [0.148, 0.022, 1.281], [0.845, 1.064, -5.818], [-0.863, -1.914, 2.435], [5.481, 1.799, 0.886], [0.571, 2.645, 4.350], [-0.417, -5.049, 4.565], [-3.755, -0.863, -0.283], [-3.046, 1.700, -2.717], [2.968, 1.129, 1.956], [-0.994, 2.211, 4.339], [2.541, -0.545, 1.560], [0.776, 2.123, 2.017], [-0.358, 3.436, 2.269], [0.638, 1.778, -0.323], [0.147, 0.341, -1.167], [0.441, -0.895, -3.929], [-0.153, -4.593, 2.873], [0.778, -0.635, -6.303], [-1.830, -1.668, -6.532], [-2.005, 2.163, 1.282], [-1.668, -1.136, 3.801], [-0.428, 0.646, -3.818], [5.040, 0.043, 2.542], [6.365, 0.432, 0.194], [-3.024, -0.506, -5.926], [-1.540, 1.356, -6.293], [4.847, -1.167, 1.268], [-2.371, -3.698, 3.176], [-4.183, 2.149, -0.580], [-2.467, 0.136, -2.148], [-1.041, 0.326, -7.641], [1.057, -1.388, 3.783], [-4.940, 0.217, 0.641]], "smiles": "C=CCBCCCCN.C1CCOC1.C1CCOC1.C1CCOC1", "gap_ev": 9.83, "multiplicity": 1, "charge": 0}

---

{"formula": "C20H27N3O3", "method": "the ωB97M-V functional and the def2-TZVPD basis", "symbols": ["O", "O", "O", "N", "N", "N", "C", "C", "C", "C", "C", "C", "C", "C", "C", "C", "C", "C", "C", "C", "C", "C", "C", "C", "C", "C", "H", "H", "H", "H", "H", "H", "H", "H", "H", "H", "H", "H", "H", "H", "H", "H", "H", "H", "H", "H", "H", "H", "H", "H", "H", "H", "H"], "xyz": [[4.574, -0.706, -1.635], [-8.781, -0.088, 0.096], [4.766, 0.052, 0.506], [-1.457, 1.876, -0.531], [-2.781, 1.982, -0.518], [2.863, -0.878, -0.171], [7.051, -0.651, 0.001], [-6.937, 1.312, -0.239], [-6.522, -1.012, 0.207], [-1.027, 0.618, -0.277], [1.993, -1.521, -1.126], [-3.244, 0.766, -0.247], [6.127, 0.517, 0.347], [0.417, 0.253, -0.246], [0.792, -0.623, -1.459], [-9.333, -1.354, 0.361], [-2.164, -0.133, -0.087], [6.484, 1.091, 1.719], [6.198, 1.607, -0.723], [-5.162, -0.773, 0.117], [4.119, -0.519, -0.528], [0.781, -0.492, 1.044], [-4.669, 0.500, -0.149], [-7.424, 0.030, 0.030], [-5.585, 1.541, -0.327], [2.302, -0.619, 1.140], [5.812, 1.908, 1.969], [2.735, 0.311, 1.517], [-9.069, -2.079, -0.416], [7.207, 2.006, -0.773], [-4.480, -1.598, 0.258], [2.583, -1.728, -2.019], [-10.413, -1.210, 0.366], [8.080, -0.306, -0.032], [-7.650, 2.110, -0.374], [1.653, -2.472, -0.703], [-0.892, 2.689, -0.726], [5.510, 2.414, -0.481], [1.009, 1.175, -0.279], [-5.204, 2.528, -0.534], [5.931, 1.195, -1.693], [6.783, -1.064, -0.967], [-0.056, -1.250, -1.737], [6.389, 0.321, 2.480], [-2.213, -1.178, 0.138], [0.408, 0.051, 1.914], [-6.863, -2.014, 0.415], [-9.016, -1.736, 1.337], [1.027, 0.019, -2.308], [7.504, 1.461, 1.712], [6.962, -1.432, 0.754], [2.577, -1.423, 1.835], [0.309, -1.474, 1.037]], "smiles": "COc1ccc(-c2cc(C3CCN(C(=O)OC(C)(C)C)CC3)[nH]n2)cc1", "gap_ev": 8.49, "multiplicity": 1, "charge": 0}

---

{"formula": "C4H3N2O2", "method": "the ωB97M-V functional and the def2-TZVPD basis", "symbols": ["O", "O", "N", "N", "C", "C", "C", "C", "H", "H", "H"], "xyz": [[-1.600, 1.258, 0.378], [-1.383, 3.174, -0.527], [2.790, -2.106, -0.848], [-0.804, 2.055, -0.391], [-0.080, -0.715, 0.402], [0.848, -0.542, -0.599], [1.890, -1.377, -0.664], [-1.126, 0.075, 0.895], [-1.575, -0.369, 1.798], [0.250, -1.598, 0.897], [0.789, 0.144, -1.342]], "gap_ev": [6.25, 6.27], "multiplicity": 1, "charge": -1}

---

{"formula": "C5H7NO", "method": "the ωB97M-V functional and the def2-TZVPD basis", "symbols": ["O", "N", "C", "C", "C", "C", "C", "H", "H", "H", "H", "H", "H", "H"], "xyz": [[1.208, 1.495, 0.930], [-1.749, 2.188, -0.234], [-0.632, -0.126, -0.089], [-1.421, -1.414, 0.073], [-1.301, 1.104, -0.235], [0.752, -0.208, -0.640], [1.677, 0.712, 0.069], [-1.422, -2.047, -0.831], [0.208, 1.174, 1.033], [2.737, 0.828, -0.156], [0.902, 0.120, -1.694], [-2.472, -1.195, 0.289], [-1.055, -2.040, 0.898], [1.175, -1.225, -0.613]], "gap_ev": [6.22, 6.22], "multiplicity": 1, "charge": 0}